Below is a cluster of 9 separate species, C36H95N5O14 in total at a distorted geometry, with properties calculated with ωB97M-V/def2-TZVPD.

Computed properties:
Multiplicity ... 1
LUMO energy ... 0.0162 Eh
Max |F| ... 2.4 eV/Å
HOMO ... -8.44 eV
SMILES ... COCCNCCOC.COCCNCCOC.COCCNCCOC.COCCNCCOC.COCCNCCOC.CC(C)O.CO.CO.CO
Frontier orbital gap ... 0.32641 hartree

Each line ends with the Mulliken charge.
Geometry (Å):
C 14.3806 -5.9622 14.8481  -0.8303
O 14.1366 -4.6001 15.1276  -0.0356
H 13.7510 -6.3152 14.0208  0.1729
H 15.3947 -6.0513 14.4522  0.3082
H 14.2901 -6.6054 15.7259  0.2789
H 13.3030 -4.5417 15.6325  -0.0776
C 12.7084 -2.7403 13.1227  0.6816
O 12.9432 -2.0258 11.9017  -0.4699
H 12.8810 -3.8116 13.0256  -0.0928
H 13.5963 -2.5289 13.7400  -0.0578
H 11.8075 -2.4725 13.6717  -0.3654
H 12.4436 -1.2077 11.9918  0.2192
C 10.4321 1.8282 12.3210  -0.3976
O 10.6590 0.5022 11.9186  -0.2320
H 9.3708 2.0956 12.2857  0.3407
H 10.8293 2.0380 13.3195  -0.1352
H 10.9440 2.5444 11.6770  0.3127
H 10.4730 -0.1357 12.6149  0.1492
C 19.8261 -6.7056 18.9660  -0.7672
O 19.3550 -6.5458 17.6560  -0.3154
C 19.2862 -5.2068 17.2340  -0.6323
C 18.3306 -5.1507 16.0214  -0.2951
N 18.3833 -3.8071 15.4312  -0.3473
C 17.1258 -3.5202 14.7182  0.0386
C 17.2174 -2.1961 13.9856  -0.2827
O 18.2111 -2.3100 12.9933  -0.3514
C 18.2806 -1.1445 12.2021  -0.7227
H 20.3235 -7.6712 19.0772  0.2587
H 18.9832 -6.7477 19.6717  0.2778
H 20.5053 -5.9559 19.3815  0.3279
H 20.2552 -4.8020 16.9196  0.3168
H 18.8557 -4.5304 17.9818  0.3604
H 17.3383 -5.3568 16.4147  0.1332
H 18.7184 -5.8758 15.2984  0.2948
H 19.1266 -3.7875 14.7441  0.3115
H 16.2884 -3.6075 15.4043  0.0703
H 16.9786 -4.2899 13.9430  0.0615
H 17.3798 -1.3888 14.7047  0.3427
H 16.2399 -2.0326 13.5075  0.1048
H 18.7408 -1.3848 11.2448  0.2704
H 18.8851 -0.3844 12.7080  0.2893
H 17.3018 -0.7086 11.9776  0.2516
C 11.9466 -0.3663 8.5936  -0.7102
O 11.6355 -0.5788 7.2412  -0.4040
C 11.1219 -1.8558 6.9074  -0.3388
C 11.8639 -2.3655 5.6732  -0.5192
N 11.0806 -3.4408 5.0324  -0.1720
C 11.6046 -3.6380 3.6654  -1.1891
C 13.0320 -4.1458 3.5812  0.1537
O 14.0733 -3.2386 3.8692  -0.3877
C 15.2609 -3.9223 4.1879  -0.6524
H 11.0532 -0.2410 9.2276  0.3339
H 12.4056 0.6221 8.6352  0.3174
H 12.5394 -1.1498 9.0749  0.2745
H 10.0385 -1.7750 6.7201  0.2854
H 11.1302 -2.5312 7.7717  0.1389
H 12.8060 -2.7845 6.0258  0.1384
H 12.0615 -1.5059 5.0282  0.3663
H 10.1223 -3.1110 4.9858  0.2346
H 11.4148 -2.8222 2.9586  0.4266
H 11.0003 -4.4868 3.3239  0.4837
H 13.2587 -4.6752 2.6466  0.5881
H 13.0632 -4.9886 4.2901  -0.2165
H 16.0272 -3.1569 4.2859  0.2893
H 15.5595 -4.5792 3.3572  0.3076
H 15.1792 -4.5537 5.0780  0.1845
C 8.9896 -1.1717 21.4379  -0.7027
O 8.3985 -2.0346 20.5009  -0.4582
C 9.2383 -2.3465 19.4036  0.0196
C 8.3796 -2.5128 18.1771  -0.6818
N 9.1501 -2.9855 17.0168  0.2568
C 9.8452 -1.8612 16.3929  0.7411
C 9.0248 -1.1037 15.3381  -1.2317
O 9.0976 -1.8384 14.1380  0.2042
C 8.0834 -1.4693 13.2248  -1.0880
H 8.4864 -1.2960 22.3933  0.2922
H 8.9663 -0.1195 21.1268  0.2728
H 10.0579 -1.3762 21.5877  0.2883
H 9.7394 -3.2974 19.6189  0.1465
H 10.0518 -1.6272 19.2556  0.1804
H 7.7544 -1.6397 17.9613  0.1927
H 7.7473 -3.3765 18.4152  0.4212
H 8.5568 -3.3972 16.3017  0.0604
H 10.7696 -2.1691 15.8763  -1.2702
H 10.3085 -1.1597 17.0918  0.5467
H 9.4192 -0.0855 15.2187  0.2470
H 8.0058 -0.9930 15.7308  0.3390
H 8.1531 -0.4174 12.9206  0.3858
H 7.0821 -1.6759 13.6067  0.3579
H 8.2619 -2.0209 12.3014  0.2319
C 12.4513 -2.3044 18.2407  -0.5805
O 12.2352 -3.5418 18.8702  -0.3713
C 12.7652 -4.6949 18.2614  -0.5801
C 11.7749 -5.5266 17.4610  -0.8568
N 11.4067 -4.9625 16.1458  1.1562
C 10.5552 -6.0013 15.5022  -1.2273
C 9.9024 -5.4552 14.2360  -0.3218
O 8.5821 -5.0119 14.6089  -0.2439
C 7.6350 -5.0179 13.5613  -0.8602
H 11.9098 -1.5220 18.7661  0.3337
H 11.9726 -2.3255 17.2511  0.1439
H 13.5108 -2.0575 18.1268  0.6203
H 13.1538 -5.3070 19.0831  0.3612
H 13.6797 -4.4356 17.7072  0.1804
H 10.9784 -5.7717 18.1751  0.3971
H 12.2890 -6.4642 17.2282  0.5615
H 10.7237 -4.2172 16.3191  -0.6425
H 9.7120 -6.2043 16.1710  0.3815
H 11.1407 -6.9077 15.3578  0.4946
H 9.7313 -6.2359 13.4897  0.6790
H 10.4591 -4.6055 13.8330  0.0609
H 6.9646 -4.1857 13.7584  0.2141
H 7.1575 -5.9948 13.4437  0.2965
H 8.1137 -4.8372 12.5886  0.3179
C 13.0292 -7.5656 2.2169  -0.7913
O 12.0794 -7.3245 3.2280  -0.3014
C 12.5422 -7.6368 4.5161  -0.5518
C 11.5588 -6.9891 5.4730  -0.2579
N 11.9430 -7.1695 6.8720  -0.4844
C 12.9313 -6.1593 7.2823  0.2311
C 13.0645 -6.1059 8.7832  -0.8935
O 11.8652 -5.6351 9.3559  -0.4215
C 12.1011 -4.7238 10.4227  -0.7135
H 13.1977 -8.6473 2.1394  0.3424
H 13.9690 -7.0205 2.3330  0.2948
H 12.6147 -7.3124 1.2397  0.2517
H 12.6680 -8.7001 4.7391  0.5282
H 13.5006 -7.1543 4.7665  0.1664
H 11.3265 -5.9293 5.3156  0.0105
H 10.5710 -7.4575 5.3751  0.4711
H 11.1684 -7.1086 7.5178  0.3292
H 13.9024 -6.4363 6.8629  0.1975
H 12.6220 -5.1701 6.9160  -0.1657
H 13.3739 -7.0804 9.1847  0.4060
H 13.9244 -5.4678 9.0296  0.4468
H 12.8279 -3.9677 10.1144  0.3237
H 12.5482 -5.2379 11.2787  0.3652
H 11.1486 -4.2531 10.6477  0.2268
C 12.1417 1.7878 14.9699  -1.8616
C 12.5622 0.5509 15.7489  2.2414
C 14.0816 0.4431 15.8529  -1.6218
O 12.0084 0.6138 17.0716  -0.5391
H 12.6840 1.7568 14.0171  0.4421
H 12.5180 2.6846 15.4697  0.2898
H 11.0764 1.8907 14.7874  0.2987
H 12.2104 -0.3505 15.2428  -0.7644
H 14.3685 -0.5471 16.2054  0.2848
H 14.5102 1.1554 16.5662  0.4337
H 14.5394 0.6755 14.8928  0.4222
H 12.5493 1.2329 17.5704  0.3986

Cartesian forces (eV/Å) of the 6 atoms listed first:
C 0.2 0.1 -0.7
O 0.1 0.0 0.4
H -0.3 -0.2 0.3
H 0.1 0.1 0.3
H -0.1 -0.1 0.0
H -0.2 -0.1 -0.5

***

Below is a structure of composition C28H31F3NO6SbSe2Ti at a distorted geometry, with properties calculated with ωB97M-V/def2-TZVPD.

Computed properties:
Multiplicity ... 1
LUMO energy ... -0.0181 Eh
Max |F| ... 1.2 eV/Å
HOMO ... -7.60 eV
Frontier orbital gap ... 0.26103 hartree

Each line ends with the natural charge from an NBO analysis.
Geometry (Å):
Ti 1.3898 -1.1456 1.2309  1.2357
N 3.0365 -3.2113 -2.2177  -0.8328
C 2.2319 -2.3146 -3.0318  -0.2077
C 0.8601 -2.1539 -2.4007  -0.5231
C 0.9147 -1.5001 -1.0634  0.8199
O 0.0975 -1.8277 -0.1208  -0.6949
O 1.7451 -0.5895 -0.7713  -0.6843
H 4.0017 -3.2360 -2.5166  0.3679
H 2.6802 -4.1590 -2.2323  0.3599
H 2.0931 -2.6340 -4.0723  0.1752
H 2.7231 -1.3408 -3.0513  0.2062
H 0.3353 -3.1035 -2.2886  0.2379
H 0.2409 -1.5084 -3.0314  0.2669
O 3.3205 -3.7317 5.8561  -0.7229
C 3.9468 -2.6134 5.2502  -0.0478
C 3.1670 -2.2391 3.9844  -0.1418
C 3.9644 -1.1160 3.3291  -0.0552
O 3.1819 -0.5111 2.3029  -0.7421
C 3.0620 -3.4793 3.0880  -0.5515
Se 2.9132 -3.1558 1.1615  -0.0993
C 1.7869 -1.7106 4.4338  -0.5373
Se 0.2498 -1.9513 3.2249  -0.0605
H 3.8196 -3.9803 6.6387  0.4766
H 4.9825 -2.8500 4.9760  0.1680
H 3.9601 -1.7569 5.9368  0.1640
H 4.9024 -1.4866 2.9085  0.1992
H 4.1844 -0.3483 4.0763  0.1856
H 3.3561 0.4387 2.1550  0.5414
H 2.2021 -4.0724 3.3948  0.2348
H 3.9581 -4.0901 3.2014  0.2225
H 1.8502 -0.6461 4.6641  0.2156
H 1.4862 -2.2427 5.3336  0.2465
C -0.1261 2.7458 2.6791  -0.2753
O 0.0061 1.3537 2.3639  -0.5286
C 1.2091 0.9645 1.8918  0.4507
O 2.1207 1.7731 1.8034  -0.6802
H -1.1065 2.8534 3.1353  0.1946
H -0.0566 3.3497 1.7727  0.1911
H 0.6549 3.0634 3.3672  0.1970
F -4.4506 6.6697 -2.5526  -0.3261
C -3.7115 5.5966 -2.2035  0.4004
C -2.9086 5.0041 -3.1546  -0.2855
C -2.1590 3.8927 -2.7875  -0.2393
C -2.2135 3.3817 -1.4950  -0.2906
C -3.0312 4.0200 -0.5629  -0.2369
C -3.7894 5.1291 -0.9058  -0.2848
Sb -1.0790 1.6771 -0.8636  1.1457
C -2.8017 0.5707 -0.2839  -0.4203
C -2.7127 -0.2758 0.8198  -0.1945
C -3.8028 -1.0232 1.2445  -0.2756
C -4.9882 -0.9000 0.5505  0.4016
F -6.0524 -1.6260 0.9479  -0.3249
C -5.1331 -0.0475 -0.5278  -0.3115
C -4.0303 0.6885 -0.9347  -0.1351
C -0.7873 0.9036 -2.8317  -0.4002
C -1.7416 0.2179 -3.5810  -0.1990
C -1.4566 -0.2444 -4.8587  -0.3162
C -0.1991 -0.0046 -5.3796  0.4668
F 0.0859 -0.4558 -6.6173  -0.3356
C 0.7767 0.6743 -4.6782  -0.3232
C 0.4693 1.1203 -3.3988  -0.2079
H -2.8781 5.4068 -4.1581  0.2308
H -1.5324 3.4213 -3.5362  0.2198
H -3.0989 3.6436 0.4530  0.2144
H -4.4315 5.6273 -0.1921  0.2313
H -1.7886 -0.3456 1.3821  0.2303
H -3.7413 -1.6850 2.0978  0.2348
H -6.0912 0.0369 -1.0225  0.2302
H -4.1444 1.3822 -1.7607  0.2075
H -2.7235 0.0214 -3.1673  0.2262
H -2.1865 -0.7817 -5.4490  0.2339
H 1.7487 0.8353 -5.1246  0.2344
H 1.2389 1.6320 -2.8303  0.2268

Cartesian forces (eV/Å) of the 6 atoms listed first:
Ti 0.9 -0.3 0.7
N 0.0 0.0 0.0
C 0.0 0.0 0.0
C -0.1 0.0 -0.1
C -0.2 0.3 0.2
O -0.1 -0.1 -0.2

***

Below is an isolated molecule of C19H17F2N3O3 at a distorted geometry, with properties calculated with ωB97M-V/def2-TZVPD.

Computed properties:
Multiplicity ... 1
LUMO energy ... 0.0239 Eh
Max |F| ... 1.1 eV/Å
HOMO ... -9.00 eV
SMILES ... CCN(Cc1ccncc1)C(=O)c1cc(COc2ccc(F)cc2F)on1
Frontier orbital gap ... 0.35464 hartree

Each line ends with the natural charge from an NBO analysis.
Geometry (Å):
C 3.9847 1.9395 1.0080  -0.6188
H 4.9659 1.7101 0.6011  0.2113
H 3.3103 2.1900 0.1952  0.2238
H 4.0716 2.8013 1.6634  0.2137
C 3.4249 0.7584 1.7969  -0.2193
N 3.2755 -0.4369 0.9959  -0.4065
C 2.1938 -0.7585 0.2542  0.6495
O 2.1491 -1.7690 -0.4322  -0.6239
C 0.9962 0.1196 0.2944  0.0419
N 0.9576 1.3955 0.5935  -0.1178
O -0.3159 1.8117 0.4436  -0.2523
C -1.0769 0.7811 0.0381  0.2912
C -0.2983 -0.3317 -0.0813  -0.3035
H -0.5737 -1.3190 -0.3806  0.2576
C -2.5286 1.0185 -0.2002  -0.1085
O -3.2169 -0.1389 0.2348  -0.4791
C -4.5608 -0.2388 0.0744  0.2104
C -5.4294 0.7157 -0.4555  0.3392
C -6.7901 0.4857 -0.5622  -0.3311
C -7.2975 -0.7219 -0.1283  0.3892
C -6.4733 -1.6969 0.4073  -0.2781
C -5.1214 -1.4467 0.5018  -0.2016
H -4.4510 -2.1834 0.9131  0.2324
H -6.8911 -2.6324 0.7410  0.2357
F -8.6196 -0.9500 -0.2291  -0.3178
H -7.4306 1.2463 -0.9779  0.2478
F -4.9805 1.9186 -0.8905  -0.3264
H -2.8422 1.9103 0.3566  0.2094
H -2.6987 1.1943 -1.2719  0.2085
C 4.4140 -1.3389 0.9411  -0.2525
C 5.5236 -0.8180 0.0677  0.0082
C 5.2885 -0.5296 -1.2730  -0.2538
C 6.3334 -0.0409 -2.0392  0.0418
N 7.5517 0.1634 -1.5661  -0.4199
C 7.7774 -0.1203 -0.2961  0.0413
C 6.8044 -0.6084 0.5629  -0.2619
H 7.0405 -0.8203 1.5952  0.2141
H 8.7871 0.0575 0.0505  0.1918
H 6.1936 0.1997 -3.0848  0.1935
H 4.3112 -0.6885 -1.7006  0.2317
H 4.0459 -2.2831 0.5252  0.2616
H 4.7795 -1.5106 1.9581  0.2023
H 2.4524 1.0379 2.2043  0.2297
H 4.0966 0.5161 2.6256  0.1954

Cartesian forces (eV/Å) of the 6 atoms listed first:
C 0.0 -0.2 0.1
H 0.1 0.0 0.0
H 0.0 0.1 -0.1
H 0.0 0.2 0.1
C 0.0 0.6 0.1
N 0.1 -0.3 0.0

***

Below is a structure of composition C5H11IN2 at a distorted geometry, with properties calculated with ωB97M-V/def2-TZVPD.

Computed properties:
Multiplicity ... 1
LUMO energy ... -0.0177 Eh
Max |F| ... 3.3 eV/Å
HOMO ... -6.83 eV
Frontier orbital gap ... 0.23326 hartree

Each line ends with the natural charge from an NBO analysis.
Geometry (Å):
N -2.2517 -0.6399 -1.6708  -0.8267
C -1.6635 0.0901 -0.5506  -0.2046
C -0.3547 -0.6299 -0.0853  -0.0691
C 0.8877 -0.1596 -0.8720  -0.4000
C 1.7789 0.2742 0.3607  -0.5568
C 0.9503 0.3301 1.5537  0.3058
N -0.1921 -0.1989 1.3038  -0.4655
H -3.1580 -0.2379 -1.8785  0.3702
H -2.3531 -1.6167 -1.4202  0.3515
H -2.3321 0.1750 0.3211  0.1514
H -1.3929 1.0975 -0.8729  0.2037
H -0.5344 -1.6918 -0.2646  0.2132
H 0.7494 0.7226 -1.4872  0.2382
H 1.3334 -1.0439 -1.3073  0.2302
H 2.6018 1.0455 0.2418  0.3296
H 2.3656 -0.6513 0.5451  0.2556
H 1.2756 0.7600 2.4927  0.2856
H -0.9483 -0.3048 1.9678  0.4283
I 3.2380 2.6796 1.6227  -0.8405

Cartesian forces (eV/Å) of the 6 atoms listed first:
N 0.3 0.4 0.3
C 0.4 -0.7 -0.1
C -2.2 1.4 -2.0
C 0.3 0.1 3.0
C 1.8 -1.6 -1.5
C 0.3 0.4 -0.8